Density functional theory data (ωB97M-V/def2-TZVPD) for a structure of composition C34H68O32S11 at a distorted geometry.

The geometry in XYZ format:
```
145
C34H68O32S11 ωB97M-V/def2-TZVPD
C 2.286 -0.826 4.803
C 1.047 -0.819 5.722
C 0.363 0.555 5.696
S 1.639 1.694 5.083
O 1.998 2.687 6.057
O 1.235 2.126 3.761
C 2.980 0.510 4.928
H 1.955 -0.990 3.775
H 2.924 -1.678 5.039
H 1.419 -0.967 6.740
H 0.393 -1.656 5.483
H 0.162 0.912 6.702
H -0.491 0.617 5.030
H 3.602 0.595 5.818
H 3.533 0.872 4.064
C 0.920 -1.514 -3.079
C 0.237 -0.464 -3.953
C 0.779 -0.608 -5.362
S 0.991 -2.369 -5.614
O 2.311 -2.582 -6.139
O -0.138 -2.936 -6.299
C 0.963 -2.817 -3.869
H 0.407 -1.609 -2.122
H 1.937 -1.186 -2.850
H 0.272 0.564 -3.592
H -0.831 -0.718 -3.974
H 1.805 -0.229 -5.378
H 0.217 -0.156 -6.173
H 1.823 -3.456 -3.691
H 0.037 -3.366 -3.695
C -4.178 -4.272 1.673
C -3.598 -5.570 2.209
C -4.547 -6.682 1.794
S -4.863 -6.307 0.074
O -6.172 -6.674 -0.385
O -3.686 -6.744 -0.642
C -4.767 -4.526 0.285
H -3.511 -3.408 1.670
H -4.943 -3.915 2.372
H -3.365 -5.600 3.270
H -2.640 -5.796 1.729
H -5.501 -6.718 2.324
H -4.096 -7.670 1.869
H -5.813 -4.211 0.286
H -4.322 -4.039 -0.578
C 1.506 5.352 -4.594
C 2.722 5.206 -3.675
C 2.219 4.758 -2.310
S 0.720 3.816 -2.605
O -0.304 4.443 -1.810
O 0.915 2.406 -2.326
C 0.603 4.145 -4.365
H 1.816 5.412 -5.636
H 0.952 6.275 -4.397
H 3.326 6.109 -3.632
H 3.359 4.425 -4.105
H 1.819 5.616 -1.765
H 2.933 4.293 -1.636
H -0.430 4.212 -4.693
H 1.076 3.266 -4.812
C 4.592 1.697 -0.960
C 5.990 1.110 -0.688
C 6.369 0.077 -1.755
S 4.938 -0.172 -2.810
O 4.573 -1.567 -2.919
O 5.070 0.639 -3.989
C 3.815 0.578 -1.625
H 4.644 2.596 -1.571
H 4.126 1.880 0.008
H 6.045 0.666 0.306
H 6.781 1.862 -0.624
H 6.528 -0.903 -1.300
H 7.264 0.257 -2.345
H 3.613 -0.217 -0.901
H 2.865 0.797 -2.112
C -1.728 5.106 1.436
C -3.191 5.281 1.869
C -3.210 5.987 3.216
S -1.765 7.087 3.191
O -0.884 6.743 4.277
O -2.169 8.451 3.025
C -1.094 6.460 1.655
H -1.578 4.692 0.443
H -1.305 4.364 2.128
H -3.715 4.327 1.818
H -3.712 5.901 1.129
H -3.040 5.267 4.013
H -4.081 6.616 3.366
H -0.011 6.544 1.620
H -1.490 7.135 0.888
C 4.870 -3.323 -0.110
C 3.356 -3.185 -0.267
O 2.947 -2.323 0.832
S 4.167 -1.880 1.728
O 4.361 -2.808 2.779
O 4.165 -0.491 1.959
O 5.258 -2.151 0.580
H 5.331 -3.337 -1.098
H 5.152 -4.284 0.322
H 2.860 -4.137 -0.085
H 3.011 -2.735 -1.193
C -4.694 2.605 -3.503
C -3.411 3.415 -3.554
O -3.242 3.989 -2.267
S -4.113 3.179 -1.184
O -5.165 4.010 -0.746
O -3.214 2.595 -0.264
O -4.596 2.046 -2.181
H -4.718 1.772 -4.199
H -5.565 3.243 -3.652
H -3.381 4.225 -4.282
H -2.560 2.765 -3.796
C 1.432 -4.768 5.409
C 1.493 -4.669 3.888
O 0.821 -5.838 3.413
S -0.026 -6.523 4.587
O 0.687 -7.660 5.023
O -1.373 -6.642 4.240
O 0.140 -5.349 5.651
H 1.660 -3.839 5.918
H 2.147 -5.531 5.740
H 2.521 -4.660 3.537
H 0.947 -3.762 3.616
C 0.804 0.430 0.177
C -0.333 1.085 0.965
O -1.331 0.061 1.071
S -0.613 -1.334 1.220
O -1.460 -2.328 0.698
O -0.092 -1.482 2.536
O 0.594 -0.993 0.256
H 1.805 0.666 0.537
H 0.725 0.696 -0.875
H -0.714 1.965 0.450
H -0.033 1.434 1.951
C -3.408 -0.852 -2.817
C -3.811 -1.029 -1.355
O -5.087 -1.667 -1.373
S -5.919 -1.218 -2.646
O -6.649 -0.037 -2.387
O -6.565 -2.327 -3.200
O -4.651 -0.834 -3.546
H -2.817 -1.671 -3.216
H -2.995 0.150 -2.924
H -3.880 -0.075 -0.830
H -3.084 -1.633 -0.818
```

The spin multiplicity is 1. The value obtained for the energy relative to the best compared isomer or geometry (same formula, charge and spin) is 0.0 kcal per mole. As for the energy: -221062.189 eV. The value obtained for the lowest unoccupied orbital energy is -0.4 eV. The HOMO energy comes out at -0.366 Ha.

Density functional theory data (ωB97M-V/def2-TZVPD) for a cluster of 4 separate species, C34H72BN2O2 in total at a distorted geometry.

The geometry in XYZ format:
```
111
C34H72BN2O2 ωB97M-V/def2-TZVPD
C -0.986 6.540 -4.630
O -1.176 6.207 -3.210
C -2.612 5.940 -2.920
C -2.824 4.315 -2.933
C -3.092 3.634 -1.466
C -2.386 4.400 -0.201
C -0.776 4.668 -0.357
C 0.155 4.034 0.834
C 0.200 2.384 0.864
C 1.692 1.763 0.457
C 1.654 0.943 -0.999
C 0.847 1.918 -2.039
C 1.206 1.655 -3.638
N 1.975 2.658 -4.365
N 2.371 2.733 -5.650
C 1.894 1.548 -6.361
C 1.088 0.265 -5.863
C 0.676 0.289 -4.293
B -0.151 -0.903 -3.531
C 0.379 -2.468 -3.814
O -1.332 -0.750 -2.656
H -1.351 7.641 -4.909
H -1.554 5.817 -5.377
H 0.154 6.505 -4.971
H -3.212 6.379 -3.851
H -2.988 6.484 -1.955
H -3.729 4.090 -3.661
H -1.883 3.793 -3.419
H -4.269 3.551 -1.333
H -2.710 2.505 -1.497
H -2.619 3.749 0.770
H -2.933 5.430 -0.026
H -0.467 4.368 -1.444
H -0.631 5.852 -0.295
H -0.243 4.433 1.864
H 1.252 4.477 0.702
H 0.056 2.085 2.011
H -0.685 1.867 0.292
H 2.441 2.676 0.330
H 2.136 1.089 1.321
H 2.761 0.848 -1.377
H 1.117 -0.117 -0.879
H 1.215 3.029 -1.805
H -0.331 1.949 -1.862
H 2.290 3.501 -3.791
H 2.167 1.556 -7.526
H 0.830 -0.605 -6.603
H 1.517 -2.466 -4.161
H -0.230 -2.865 -4.759
H 0.224 -3.177 -2.896
H -1.933 -1.537 -2.909
C -1.233 8.365 1.293
C -2.266 7.819 2.270
C -3.708 8.118 1.847
C -4.069 9.608 1.773
C -3.864 10.394 3.070
C -4.734 9.898 4.214
H -1.278 9.455 1.221
H -0.225 8.094 1.626
H -1.381 7.943 0.294
H -2.069 8.211 3.276
H -2.143 6.732 2.335
H -4.389 7.611 2.539
H -3.890 7.670 0.862
H -5.120 9.693 1.468
H -3.487 10.086 0.976
H -4.104 11.446 2.880
H -2.811 10.368 3.371
H -5.794 9.960 3.952
H -4.568 10.509 5.106
H -4.504 8.861 4.478
C 3.071 -8.986 -0.734
C 3.218 -7.672 0.023
C 2.000 -6.754 -0.125
C 1.710 -6.285 -1.557
C 2.857 -5.540 -2.244
C 3.236 -4.246 -1.542
H 2.979 -8.824 -1.812
H 3.952 -9.614 -0.566
H 2.193 -9.538 -0.388
H 4.132 -7.158 -0.300
H 3.353 -7.898 1.088
H 2.137 -5.883 0.524
H 1.113 -7.277 0.253
H 0.827 -5.635 -1.534
H 1.431 -7.148 -2.175
H 2.552 -5.303 -3.270
H 3.738 -6.185 -2.327
H 2.380 -3.566 -1.491
H 4.039 -3.741 -2.088
H 3.593 -4.428 -0.523
C 1.657 -11.014 3.046
C 1.295 -9.535 3.075
C 2.183 -8.718 4.020
C 2.095 -9.114 5.500
C 0.693 -9.045 6.111
C 0.107 -7.642 6.107
H 1.522 -11.484 4.025
H 1.015 -11.542 2.332
H 2.695 -11.154 2.732
H 0.236 -9.417 3.340
H 1.404 -9.131 2.061
H 1.930 -7.658 3.909
H 3.227 -8.814 3.698
H 2.765 -8.459 6.071
H 2.486 -10.130 5.630
H 0.749 -9.397 7.147
H 0.014 -9.729 5.590
H 0.748 -6.951 6.664
H -0.880 -7.645 6.579
H -0.014 -7.256 5.090
```

The spin multiplicity is 1. As for the energy: -44162.530 eV. The net charge is +1. The value obtained for the lowest unoccupied orbital energy is -5.2 eV. The HOMO energy comes out at -0.436 Ha.

Density functional theory data (ωB97M-V/def2-TZVPD) for a cluster of 6 separate species, C34H75FN5O10S2 in total at a distorted geometry.

The geometry in XYZ format:
```
127
C34H75FN5O10S2 ωB97M-V/def2-TZVPD
C -0.788 5.120 0.574
C -0.642 3.961 1.562
C -0.936 2.627 0.883
N -0.520 1.494 1.699
C 0.888 1.199 1.747
C 1.344 1.225 3.228
C 0.498 0.354 4.169
C 0.022 1.150 5.359
O 0.704 1.952 5.923
O -1.207 0.775 5.854
C -2.290 1.063 5.048
C -3.412 0.096 5.189
O -2.279 2.008 4.313
N 2.800 0.922 3.272
C 3.497 1.212 4.516
C 5.015 1.291 4.372
F 3.167 0.257 5.486
C 3.155 -0.190 2.575
N 3.807 -1.175 3.138
S 4.452 -2.542 2.304
N 2.832 -0.286 1.206
S 3.966 0.737 0.391
C 1.344 -0.064 0.966
C 1.122 0.153 -0.541
C -0.297 -0.154 -1.071
C -0.395 -1.296 -2.103
C -1.750 -1.986 -2.041
C -2.944 -1.075 -2.382
O -3.823 -0.903 -1.284
C -3.739 0.320 -0.578
C -5.089 1.024 -0.541
C 0.665 -1.336 1.474
C 0.930 -2.622 0.711
O 1.837 -2.783 -0.069
N -0.013 -3.634 1.071
C 0.503 -4.279 2.304
C -0.096 -4.647 0.001
H -0.392 6.048 0.974
H -1.830 5.249 0.293
H -0.230 4.888 -0.335
H -1.307 4.085 2.412
H 0.397 3.943 1.905
H -0.487 2.630 -0.117
H -2.014 2.547 0.735
H -1.088 0.679 1.535
H 1.409 2.039 1.280
H 1.245 2.257 3.552
H -0.351 -0.099 3.667
H 1.093 -0.465 4.575
H -3.401 -0.439 6.132
H -4.339 0.642 5.042
H -3.328 -0.629 4.377
H 3.113 2.170 4.860
H 5.489 0.410 4.797
H 5.378 2.177 4.881
H 5.302 1.368 3.325
H 4.015 -1.104 4.127
H 3.727 -3.421 3.009
H 3.636 1.951 0.875
H 1.833 -0.461 -1.091
H 1.351 1.192 -0.773
H -0.655 0.745 -1.572
H -1.013 -0.342 -0.275
H 0.430 -1.997 -1.991
H -0.286 -0.857 -3.098
H -1.756 -2.853 -2.701
H -1.935 -2.362 -1.031
H -3.523 -1.548 -3.175
H -2.610 -0.113 -2.778
H -3.426 0.099 0.452
H -2.971 0.971 -1.000
H -5.661 0.727 0.335
H -4.979 2.107 -0.523
H -5.669 0.750 -1.419
H -0.415 -1.229 1.514
H 0.968 -1.545 2.504
H -0.083 -5.176 2.483
H 0.377 -3.623 3.162
H 1.547 -4.579 2.178
H -0.131 -4.195 -0.983
H 0.751 -5.336 0.034
H -0.992 -5.236 0.182
C -2.331 -3.398 6.018
C -2.174 -4.793 5.442
O -0.803 -5.167 5.297
H -1.825 -2.666 5.385
H -3.383 -3.124 6.098
H -1.888 -3.338 7.015
H -2.604 -4.845 4.443
H -2.691 -5.526 6.069
H -0.400 -5.154 6.170
C 1.168 -0.897 -6.324
C 0.005 -0.031 -6.766
O -0.825 0.336 -5.657
H 0.805 -1.798 -5.828
H 1.785 -1.188 -7.175
H 1.802 -0.355 -5.617
H -0.636 -0.574 -7.459
H 0.374 0.868 -7.263
H -0.273 0.828 -5.043
C 3.464 4.054 -8.580
C 2.451 2.928 -8.647
O 2.203 2.349 -7.364
H 4.404 3.695 -8.161
H 3.657 4.465 -9.571
H 3.101 4.863 -7.941
H 2.821 2.117 -9.272
H 1.510 3.286 -9.078
H 1.864 3.044 -6.792
C -4.255 7.637 -2.347
C -3.294 7.895 -1.203
O -1.987 7.388 -1.469
H -4.321 6.568 -2.554
H -5.253 8.010 -2.113
H -3.913 8.131 -3.259
H -3.630 7.390 -0.298
H -3.237 8.967 -0.987
H -1.655 7.830 -2.256
C 3.057 -7.191 -3.006
C 1.914 -6.297 -2.562
O 0.704 -7.034 -2.393
H 2.805 -7.688 -3.942
H 3.974 -6.617 -3.149
H 3.251 -7.966 -2.261
H 1.712 -5.533 -3.312
H 2.167 -5.791 -1.624
H 0.865 -7.709 -1.727
```

The spin multiplicity is 1. As for the energy: -88779.572 eV. The net charge is +1. The value obtained for the lowest unoccupied orbital energy is -3.4 eV. The HOMO energy comes out at -0.415 Ha.

What is the lowest unoccupied orbital energy in the first record?
-0.4 eV

Which formula does entry 3 have?
C34H75FN5O10S2

What is the energy in the first record?
-221062.189 eV

Look up the HOMO of the second one.
-0.436 Ha